The following is a quantum chemistry calculation of a structure of composition C5H9NO, from OMol25.

The geometry in XYZ format:
```
16
Properties=species:S:1:pos:R:3:lowdin_charge:R:1
C -0.370 -0.235 1.312 -0.044
C 0.351 0.957 0.754 -0.298
N 1.600 0.631 0.059 0.066
C 0.423 0.999 -0.727 -0.272
C -0.279 -0.169 -1.363 -0.092
C -0.397 -1.297 -0.345 -0.363
O -1.515 -2.013 -0.296 -0.133
H 0.220 -0.819 2.023 0.107
H -1.316 0.074 1.789 0.119
H -1.222 -1.136 0.657 0.131
H 0.303 1.891 1.312 0.137
H 2.248 1.412 0.114 0.098
H 0.418 1.956 -1.246 0.140
H 0.267 -0.562 -2.230 0.130
H -1.292 0.105 -1.677 0.129
H 0.562 -1.795 -0.136 0.143
```

The energy above the lowest of the compared OMol25 structures with the same formula, charge and spin comes out at 123.2 kcal/mol. The value obtained for the total energy is -325.7412 Eh. For the molar mass, the calculation gives 99.1 g/mol. As for the strongest force on any atom: 0.480 eV Å⁻¹.